Molecular formula: C72H141N15O6
Method: DFT, the ωB97M-V functional and the def2-TZVPD basis

Geometry as XYZ:
```
234
Properties=species:S:1:pos:R:3:forces:R:3
C 4.559 -22.177 5.908 0.076 0.011 0.046
C 4.931 -22.712 4.547 -1.194 -1.642 -0.326
C 6.059 -21.913 3.907 -0.398 0.540 0.706
C 6.945 -22.577 2.904 1.507 0.007 -1.029
C 7.322 -23.971 3.290 -0.808 -1.467 0.897
C 6.058 -24.808 3.648 -0.051 -1.440 -0.276
N 5.361 -24.140 4.781 0.499 0.207 -0.940
O 4.307 -24.968 5.246 -0.375 0.258 0.088
C 5.189 -25.105 2.366 0.399 0.528 1.333
C 6.508 -26.213 4.156 -0.154 0.900 -0.987
C 3.660 -22.660 3.696 -0.245 -0.243 1.049
H 4.412 -21.118 5.849 0.078 0.807 0.032
H 5.393 -22.412 6.542 0.234 0.092 0.720
H 3.629 -22.581 6.316 0.220 -0.307 -0.150
H 5.541 -21.082 3.423 0.348 0.357 0.294
H 6.696 -21.555 4.725 -0.114 0.204 -0.125
H 7.905 -22.033 2.869 -0.437 0.231 -0.175
H 6.581 -22.570 1.864 -0.270 0.064 0.422
H 8.053 -24.033 4.112 -0.499 0.367 0.206
H 7.841 -24.512 2.517 0.068 -0.054 -0.743
H 4.902 -24.153 1.937 0.012 -0.290 -0.699
H 5.787 -25.731 1.702 -0.116 0.234 -0.192
H 4.286 -25.668 2.638 0.366 0.311 0.020
H 7.133 -26.687 3.369 -0.294 0.171 0.645
H 7.059 -26.012 5.047 0.694 -0.323 0.725
H 5.653 -26.842 4.401 0.069 -0.002 -0.117
H 3.237 -21.678 3.658 -0.010 0.897 0.046
H 2.890 -23.243 4.210 -0.042 -0.122 -0.425
H 3.805 -22.981 2.700 -0.072 -0.372 -0.942
H 3.508 -24.922 4.673 0.563 0.102 0.138
C 2.346 -26.065 -2.877 -0.828 1.172 0.009
C 2.196 -27.288 -1.979 -0.845 0.069 0.634
C 3.469 -28.131 -2.080 -1.925 -0.574 -0.434
C 3.385 -29.390 -1.220 -0.779 0.226 0.545
C 3.189 -28.941 0.235 0.465 0.204 -1.235
C 2.038 -27.998 0.458 -0.265 0.784 -0.030
N 2.114 -26.893 -0.518 0.361 0.565 -1.576
O 1.079 -25.909 -0.387 0.578 -0.738 0.578
C 0.741 -28.808 0.541 -0.054 1.020 0.509
C 2.253 -27.416 1.851 -0.800 -0.199 0.202
C 0.937 -28.040 -2.501 0.136 -0.292 -0.206
H 2.534 -26.299 -3.946 -0.082 -0.216 0.723
H 3.148 -25.450 -2.506 0.578 0.226 0.043
H 1.450 -25.385 -2.843 0.700 -0.866 -0.024
H 3.546 -28.335 -3.138 0.415 -0.427 -0.362
H 4.267 -27.483 -1.802 0.888 0.300 0.396
H 4.328 -29.895 -1.306 0.365 -0.680 -0.007
H 2.554 -30.079 -1.475 0.509 0.375 -0.415
H 4.116 -28.432 0.452 0.326 0.213 0.725
H 2.973 -29.716 0.951 0.578 -0.754 0.090
H 0.507 -29.429 -0.316 0.305 -0.503 0.533
H 0.947 -29.327 1.487 -0.883 -0.335 -0.512
H -0.112 -28.121 0.667 0.139 -0.269 0.200
H 1.332 -27.024 2.235 -0.573 0.702 0.079
H 2.497 -28.158 2.605 0.379 -0.490 -0.194
H 2.999 -26.660 1.859 0.486 0.540 -0.178
H 1.229 -28.571 -3.407 -0.020 -0.029 -0.160
H 0.068 -27.434 -2.783 0.391 0.391 0.123
H 0.544 -28.784 -1.828 0.137 -0.151 -0.051
H 0.298 -26.373 -0.690 -0.779 -0.043 -0.107
C -3.549 -30.387 4.479 0.623 -0.683 0.921
C -3.767 -29.135 3.686 -0.018 0.452 -1.409
C -4.766 -29.478 2.525 0.253 0.146 0.486
C -6.210 -29.495 2.969 -0.680 -0.012 0.805
C -6.528 -28.164 3.673 0.030 0.620 0.193
C -5.639 -27.937 4.950 0.338 1.129 -2.612
N -4.232 -27.952 4.412 -0.640 -0.361 1.837
O -3.357 -27.654 5.531 0.307 0.369 -1.023
C -5.830 -26.479 5.409 -0.127 -1.027 -0.507
C -6.018 -28.838 6.095 0.585 0.746 0.591
C -2.477 -28.705 2.969 -0.481 -0.133 0.283
H -2.850 -30.236 5.303 0.147 0.102 0.092
H -3.128 -31.203 3.882 -0.010 0.374 -0.218
H -4.446 -30.782 4.933 -0.478 -0.016 0.052
H -4.644 -28.729 1.722 -0.047 -0.410 0.204
H -4.482 -30.481 2.177 0.098 0.367 -0.267
H -6.420 -30.240 3.756 0.479 -0.189 -0.322
H -6.877 -29.830 2.147 0.231 0.785 0.333
H -7.528 -28.162 4.105 -0.398 0.003 -0.428
H -6.418 -27.266 3.004 -0.079 -0.875 0.511
H -6.897 -26.353 5.601 0.179 0.474 0.189
H -5.190 -26.340 6.253 -0.089 0.251 0.933
H -5.437 -25.811 4.660 -0.259 0.290 -0.471
H -5.144 -28.896 6.735 0.061 -0.426 0.371
H -6.744 -28.263 6.701 -0.087 -0.869 -0.323
H -6.322 -29.831 5.799 -0.341 -0.185 0.148
H -1.694 -28.380 3.630 0.401 -0.138 0.606
H -2.683 -27.841 2.338 -0.098 -0.209 -0.309
H -2.160 -29.579 2.422 0.479 -0.035 -0.549
H -3.397 -28.331 6.221 -0.191 -0.436 -0.079
C -1.446 -31.875 0.156 0.063 0.111 0.052
C -0.710 -32.833 1.128 0.282 -0.210 -0.301
C 0.430 -31.994 1.791 -0.309 -0.090 0.324
C 0.903 -32.458 3.177 -0.132 -0.131 -1.037
C -0.190 -32.947 4.066 0.401 -1.431 0.250
C -1.184 -33.897 3.415 -0.511 1.144 -1.152
N -1.728 -33.176 2.179 0.145 -1.222 -0.082
O -2.658 -34.155 1.570 0.287 0.745 0.023
C -0.644 -35.251 3.087 -0.010 -1.655 0.670
C -2.352 -34.048 4.353 -0.449 0.810 0.914
C -0.144 -34.002 0.246 -0.462 1.873 -0.588
H -2.074 -32.435 -0.554 0.199 0.224 0.197
H -0.769 -31.186 -0.414 -0.490 -0.784 0.540
H -2.095 -31.290 0.818 0.032 0.253 -0.414
H 1.301 -32.039 1.119 -0.362 0.351 0.023
H 0.064 -30.969 1.843 0.040 -0.083 0.039
H 1.430 -31.698 3.758 0.345 0.158 -0.486
H 1.568 -33.283 2.963 0.539 -0.274 0.308
H -0.677 -32.135 4.570 -0.507 0.374 0.219
H 0.316 -33.582 4.807 -0.245 0.343 0.423
H 0.253 -35.319 2.497 0.344 0.303 -0.104
H -0.454 -35.871 3.992 -0.077 0.628 -0.209
H -1.437 -35.785 2.569 0.094 -0.129 -0.258
H -2.858 -33.062 4.367 0.047 -0.651 0.222
H -3.074 -34.814 4.077 0.125 -0.063 -0.124
H -1.968 -34.250 5.372 -0.237 -0.021 -0.399
H 0.624 -33.532 -0.378 -0.025 -0.050 -0.020
H -0.907 -34.343 -0.443 -0.224 -0.228 0.059
H 0.307 -34.832 0.703 0.437 -0.896 0.820
H -3.499 -33.690 1.422 0.560 0.128 0.262
C 5.326 -32.216 4.583 -1.451 1.998 0.828
C 5.070 -33.567 5.193 1.609 -1.225 -0.159
C 3.661 -33.721 5.718 -0.495 1.282 -0.412
C 3.157 -35.128 5.951 1.513 -0.232 0.437
C 3.393 -35.956 4.699 -0.632 0.845 -0.958
C 4.825 -35.901 4.142 0.943 -0.399 -0.359
N 5.304 -34.504 4.037 -0.317 0.158 0.021
O 6.720 -34.560 3.786 -0.005 -0.212 1.102
C 5.746 -36.774 5.011 1.204 0.851 0.998
C 4.931 -36.425 2.666 -1.977 0.423 0.562
C 6.105 -33.859 6.324 0.435 -0.076 0.054
H 5.121 -31.401 5.322 0.532 -0.578 -0.048
H 4.617 -31.899 3.785 0.483 -0.874 0.089
H 6.342 -32.138 4.258 0.521 0.157 -0.290
H 3.670 -33.154 6.655 -0.325 -0.001 -0.016
H 3.013 -33.166 4.995 0.089 -0.514 0.513
H 2.143 -35.060 6.346 -0.097 -0.418 -0.350
H 3.772 -35.607 6.739 -0.415 0.395 -0.025
H 2.652 -35.685 3.942 0.156 0.374 -0.307
H 3.184 -36.980 4.860 -0.184 -1.289 0.433
H 6.798 -36.573 4.708 -0.726 -0.387 0.074
H 5.746 -36.496 6.104 -0.392 -0.536 -1.131
H 5.542 -37.832 4.899 -0.173 -0.176 -0.025
H 4.482 -35.638 2.038 0.100 -0.313 0.065
H 5.934 -36.578 2.331 0.725 -0.172 0.071
H 4.339 -37.343 2.511 0.320 0.206 0.168
H 7.131 -33.843 5.927 -0.415 -0.647 -0.111
H 5.873 -34.780 6.875 0.259 0.157 -0.495
H 6.218 -33.143 7.124 -0.795 0.914 0.125
H 6.922 -34.285 2.901 -0.620 0.374 -0.789
C -0.314 -27.947 6.712 2.357 -0.748 0.561
C 0.991 -28.852 6.558 -1.675 0.155 1.399
C 1.758 -28.422 5.351 -0.247 1.528 -0.677
C 3.207 -28.787 5.351 1.048 -0.649 -0.148
C 3.873 -28.424 6.680 2.365 -0.699 -0.289
C 3.233 -28.938 7.957 -1.550 1.833 -0.580
N 1.792 -28.472 7.781 0.352 -0.716 1.151
O 1.080 -28.986 8.933 0.050 -0.613 -0.459
C 3.360 -30.434 8.103 -0.706 0.223 0.813
C 3.915 -28.119 9.122 -0.461 -0.929 0.105
C 0.518 -30.302 6.361 0.847 0.458 0.732
H 0.220 -27.004 6.818 -0.943 0.610 -0.136
H -0.875 -28.176 7.630 0.228 0.020 -0.563
H -0.905 -28.052 5.824 -0.455 0.274 -0.414
H 1.234 -28.771 4.459 0.011 -0.201 -0.087
H 1.728 -27.321 5.262 -0.130 -0.297 0.216
H 3.716 -28.209 4.556 -0.134 -0.356 0.262
H 3.377 -29.860 5.108 -0.149 0.488 0.223
H 4.132 -27.357 6.725 -0.700 -0.056 0.029
H 4.891 -28.895 6.734 -0.506 0.302 -0.486
H 2.818 -30.993 7.330 0.409 0.137 0.320
H 4.394 -30.671 8.142 1.130 -0.471 -0.428
H 3.007 -30.703 9.099 -0.332 -0.160 -0.140
H 3.567 -28.290 10.167 0.153 -0.483 -1.007
H 4.999 -28.304 9.083 -0.276 -0.043 0.081
H 3.761 -27.062 8.966 -0.130 0.368 -0.330
H 0.085 -30.721 7.251 -0.237 -0.130 0.470
H 1.339 -30.918 6.052 0.453 -0.621 -0.255
H -0.216 -30.332 5.583 -0.523 0.174 -0.494
H 0.945 -28.252 9.536 -0.012 0.608 -0.191
C 8.596 -28.750 11.543 1.235 -0.104 0.884
C 7.423 -28.744 12.400 -2.494 -0.087 1.100
N 6.415 -28.736 12.994 2.340 -0.054 -1.228
H 9.189 -27.847 11.693 -0.117 0.053 0.156
H 8.323 -28.751 10.519 -0.438 -0.131 -1.021
H 9.278 -29.600 11.744 -0.598 0.324 -0.005
C -1.518 -29.217 10.575 -1.410 0.247 0.218
C -2.349 -29.511 9.390 1.637 0.772 2.119
N -2.998 -29.646 8.472 -1.288 -0.417 -1.846
H -1.367 -28.138 10.680 0.094 -0.152 -0.395
H -0.583 -29.730 10.514 0.552 -0.366 0.016
H -2.084 -29.515 11.467 0.267 -0.218 -0.217
C 6.063 -25.538 8.010 0.821 -0.439 0.539
C 7.063 -26.659 8.092 -2.935 2.961 -0.511
N 7.867 -27.448 8.105 1.989 -2.156 0.239
H 5.423 -25.603 7.120 0.255 -0.139 0.255
H 6.666 -24.614 7.938 -0.468 -0.299 0.124
H 5.459 -25.549 8.940 0.361 0.172 -0.593
C -1.363 -24.546 4.196 0.029 -1.044 0.104
C 0.034 -24.844 4.495 1.673 -0.058 1.269
N 1.138 -25.044 4.803 -1.654 0.356 -0.731
H -1.332 -24.072 3.225 -0.560 0.006 -0.320
H -1.833 -23.895 4.933 0.327 0.046 0.003
H -1.916 -25.513 4.216 0.195 0.674 -0.327
C 1.575 -24.705 8.426 0.670 0.258 0.785
C 0.719 -25.561 9.279 2.001 1.896 -1.552
N -0.038 -26.223 9.800 -1.205 -1.285 1.284
H 2.638 -24.545 8.737 -0.906 -0.844 0.072
H 1.207 -23.691 8.379 -0.591 0.198 0.115
H 1.525 -25.110 7.435 0.215 -0.299 -0.636
C 4.664 -32.445 11.409 0.276 -0.506 1.768
C 3.324 -31.948 11.702 0.241 0.207 0.015
N 2.288 -31.528 11.963 0.039 0.067 0.035
H 4.916 -32.335 10.384 0.107 0.080 -0.930
H 4.711 -33.510 11.699 -0.083 0.402 -0.352
H 5.408 -31.925 12.047 -0.504 -0.072 -0.427
C 2.367 -27.360 12.358 -0.612 -1.384 0.110
C 3.150 -26.217 11.907 -0.656 0.222 0.545
N 3.617 -25.199 11.651 0.235 -0.248 -0.317
H 2.707 -28.318 11.950 0.107 0.328 -0.333
H 1.288 -27.282 12.090 0.820 0.327 0.143
H 2.452 -27.580 13.430 0.026 0.733 -0.090
C -4.419 -33.200 7.779 -0.800 -0.881 -0.829
C -3.319 -33.226 8.716 1.864 -0.893 1.651
N -2.474 -33.350 9.511 -1.566 0.453 -1.555
H -5.252 -33.849 8.133 0.555 0.573 0.058
H -4.175 -33.610 6.766 0.234 0.539 0.865
H -4.755 -32.178 7.699 -0.260 0.305 -0.217
C 0.737 -32.408 9.516 1.235 -0.108 -0.069
C 1.854 -33.372 9.353 -0.818 0.424 0.468
N 2.661 -34.190 9.369 0.244 0.068 -0.281
H 1.086 -31.400 9.368 0.459 0.411 -0.265
H 0.467 -32.400 10.574 -0.662 -0.513 -0.371
H 0.003 -32.573 8.742 -0.627 -0.373 0.386
```
Forces are in eV/Å.

## Properties
Kohn-Sham gap   8.827 eV
Lowest unoccupied orbital energy   0.0139 Ha
Highest occupied orbital energy   -8.45 eV
Max |F|   4.20 eV/Å
Relative energy (zero: lowest compared OMol25 entry of this formula, charge and spin)   0.00 kcal per mole
Net charge   0
Spin multiplicity   1
Energy   -4100.39244 hartree

Atom charges from the Löwdin analysis, given in e for atoms 1 to 99:
1. C -0.033
2. C -0.503
3. C -0.129
4. C -0.199
5. C -0.145
6. C -0.470
7. N -0.069
8. O -0.084
9. C -0.012
10. C -0.024
11. C -0.026
12. H 0.082
13. H 0.079
14. H 0.082
15. H 0.126
16. H 0.127
17. H 0.119
18. H 0.119
19. H 0.127
20. H 0.112
21. H 0.053
22. H 0.089
23. H 0.054
24. H 0.098
25. H 0.060
26. H 0.061
27. H 0.085
28. H 0.053
29. H 0.055
30. H 0.049
31. C -0.050
32. C -0.496
33. C -0.137
34. C -0.145
35. C -0.135
36. C -0.520
37. N -0.064
38. O -0.015
39. C -0.033
40. C -0.025
41. C -0.026
42. H 0.097
43. H 0.077
44. H 0.093
45. H 0.114
46. H 0.114
47. H 0.102
48. H 0.118
49. H 0.122
50. H 0.113
51. H 0.043
52. H 0.072
53. H 0.096
54. H 0.074
55. H 0.070
56. H 0.051
57. H 0.091
58. H 0.087
59. H 0.036
60. H 0.069
61. C -0.030
62. C -0.513
63. C -0.132
64. C -0.185
65. C -0.125
66. C -0.515
67. N -0.051
68. O -0.069
69. C -0.040
70. C -0.026
71. C -0.025
72. H 0.079
73. H 0.061
74. H 0.073
75. H 0.125
76. H 0.115
77. H 0.097
78. H 0.119
79. H 0.112
80. H 0.132
81. H 0.089
82. H 0.070
83. H 0.079
84. H 0.056
85. H 0.099
86. H 0.069
87. H 0.059
88. H 0.087
89. H 0.062
90. H 0.042
91. C -0.036
92. C -0.465
93. C -0.114
94. C -0.169
95. C -0.146
96. C -0.524
97. N -0.029
98. O -0.055
99. C -0.037